Computed, not measured: 3 unconnected molecules or ions with the total composition C15H37BrClN7O6P2 at a distorted geometry, with ωB97M-V/def2-TZVPD.

Its SMILES is N#CO[C@@](O)(Br)OC(=O)Cl.CN(C)P(=O)(N(C)C)N(C)C.CN(C)P(=O)(N(C)C)N(C)C. The HOMO energy is -8.1 eV. Its maximum force is 6.402 eV/Å.

Geometry as XYZ:
```
69
C15H37BrClN7O6P2, DFT ωB97M-V/def2-TZVPD
N 0.43095 2.64405 -1.81346
C -0.26287 2.62231 -2.72560
O -0.92223 2.23073 -3.78786
C -2.07092 3.06614 -4.07175
O -3.14345 2.49677 -3.50385
Br -1.87911 4.90332 -3.46676
O -2.25199 3.04511 -5.48006
C -1.11493 2.95329 -6.22882
O -0.83580 1.98983 -6.84712
Cl -0.08334 4.36276 -6.32379
H -2.89664 1.58820 -3.25514
C -1.57829 -1.04724 2.47350
N -1.60944 -0.25938 1.25571
C -0.48206 0.67727 1.25265
P -3.02376 0.30254 0.45929
O -2.47139 0.56235 -0.90804
N -4.06837 -1.02408 0.06640
C -3.86681 -2.34739 0.62490
C -4.45307 -1.13464 -1.33536
N -3.92909 0.64450 1.90837
C -5.40361 0.58495 1.82310
C -3.60334 2.01036 2.40155
H -1.86416 -0.47769 3.36905
H -0.56224 -1.41603 2.62833
H -2.20314 -1.93168 2.41947
H -0.55226 1.41334 2.06676
H -0.42668 1.22109 0.30981
H 0.46042 0.13742 1.36988
H -2.89204 -2.77588 0.35904
H -4.64394 -3.02502 0.26441
H -3.98329 -2.34254 1.71026
H -3.67149 -1.60180 -1.94788
H -4.68728 -0.15978 -1.75737
H -5.35901 -1.74012 -1.41755
H -5.80106 1.17989 0.99758
H -5.82820 0.96313 2.75496
H -5.75710 -0.43473 1.71919
H -3.91410 2.78549 1.69584
H -2.52999 2.11628 2.56744
H -4.09221 2.19355 3.35699
C 4.61486 0.94753 1.46722
N 3.70090 -0.09616 1.88847
C 3.90196 -0.38366 3.30554
P 3.21479 -1.44695 0.93530
O 1.95609 -1.84328 1.64439
N 2.52057 -0.93406 -0.55997
C 2.62729 0.43822 -1.02305
C 1.18277 -1.44823 -0.84736
N 4.76958 -1.68889 0.18051
C 4.78651 -2.32425 -1.15330
C 5.63182 -2.53658 1.04678
H 5.65882 0.61122 1.39496
H 4.58282 1.76278 2.19371
H 4.33456 1.39299 0.51903
H 4.90332 -0.78928 3.51222
H 3.16647 -1.10213 3.66427
H 3.78265 0.52533 3.89891
H 2.16592 1.15063 -0.33092
H 2.13546 0.54669 -1.99055
H 3.66627 0.72217 -1.21019
H 0.39688 -0.89327 -0.32266
H 1.09869 -2.49878 -0.58010
H 0.99154 -1.37696 -1.92144
H 4.21792 -3.25667 -1.18178
H 5.82033 -2.54299 -1.42866
H 4.40175 -1.65863 -1.91761
H 5.22639 -3.54512 1.16713
H 5.73728 -2.09567 2.03948
H 6.63316 -2.61268 0.62561
```